Record 1
This record from the Open Molecules 2025 dataset describes a structure of composition C13H21FN2O6Pd. The level of theory is the ωB97M-V functional and the def2-TZVPD basis.

Output
DFT total energy: -1296.5102 Eh
HOMO: 0.17 eV
Energy above the lowest of the compared OMol25 structures with the same formula, charge and spin: 14.2 kcal/mol
Frontier orbital gap: 5.1 eV

Structure (ORCA input):
```
! RIJCOSX wB97M-V def2-TZVPD def2/J DEFGRID3
* xyz -2 1
O -1.8241 -2.1404 2.9934
H -0.3990 -1.8187 1.4760
H -0.7939 -3.5180 1.8229
H -1.7757 -1.0744 -1.9130
H 2.8951 3.0352 2.8264
C -0.0077 -0.5875 -2.9930
H 2.0994 4.0685 1.6100
C 1.9386 -0.4931 -4.4833
H 1.8066 -1.7096 -2.7339
C -2.8087 -0.0542 2.3006
O 4.1410 -0.0221 2.3572
O 2.8779 -1.5501 1.5096
H -3.7937 -1.9623 2.4789
C 0.0321 0.8906 -4.9537
H -0.4464 1.6360 -5.5789
C -3.3418 1.4193 0.5238
H -2.9708 0.2241 3.3483
C -0.6877 -1.1359 -1.8314
H -1.8261 0.3210 1.9933
H -1.5947 0.7394 -3.5778
C 1.0987 2.2199 1.9822
H 0.1708 -2.5778 2.9916
H 2.2602 0.5212 2.0294
C 2.3659 3.0475 1.8721
F 1.9395 0.9520 -6.3799
H 3.0351 2.6206 1.1258
H 0.5778 0.2385 2.0196
C 1.2996 0.4477 -5.2668
N 3.9811 -1.2138 1.9767
H -3.0705 2.3771 0.9818
N 1.3269 0.9043 2.1813
H -2.6595 -1.8256 1.1130
Pd -0.1168 -0.1053 -0.0418
C -2.8208 -1.5681 2.1650
C -0.6538 -2.5310 2.2821
H 2.9403 -0.8167 -4.7415
H -4.1414 1.5754 -0.2027
O -3.8351 0.5092 1.4979
C -0.6060 0.3750 -3.8355
H -0.3606 -2.1487 -1.5837
O -0.0124 2.7352 1.9613
C 1.2913 -0.9984 -3.3691
O 4.9249 -2.0202 2.0497
H -2.4556 1.0142 0.0161
*
```

Listed below, in e, are the natural (NBO) charges computed for each atom: O -0.568; H 0.199; H 0.148; H 0.182; H 0.222; C 0.006; H 0.210; C -0.286; H 0.211; C -0.087; O -0.592; O -0.531; H 0.153; C -0.290; H 0.198; C -0.259; H 0.155; C -0.829; H 0.199; H 0.195; C 0.678; H 0.189; H 0.446; C -0.712; F -0.374; H 0.236; H 0.381; C 0.301; N 0.711; H 0.164; N -0.827; H 0.188; Pd -0.177; C -0.079; C -0.262; H 0.203; H 0.159; O -0.570; C -0.247; H 0.194; O -0.667; C -0.234; O -0.548; H 0.214

Record 2
This record from the Open Molecules 2025 dataset describes a cluster of 10 separate species, C51H129N7O17 in total in a non-equilibrium geometry. The level of theory is the ωB97M-V functional and the def2-TZVPD basis.

Output
DFT total energy: -3682.5962 Eh
HOMO: -8.57 eV
Energy above the lowest of the compared OMol25 structures with the same formula, charge and spin: 0.0 kcal/mol
Frontier orbital gap: 9.2 eV

Structure (ORCA input):
```
! RIJCOSX wB97M-V def2-TZVPD def2/J DEFGRID3
* xyz 0 1
H 1.4379 1.3169 3.1142
N 3.2794 -1.0586 -1.5646
H 4.5441 3.2017 -0.0119
C -2.2738 -10.5893 -0.9481
H -4.5583 8.1017 -5.1062
H 0.4185 5.2807 0.8364
H 3.6667 6.0482 -6.9786
H 4.1313 -2.8206 6.3169
H -7.1653 4.2605 -2.9430
H 2.9176 1.1858 0.2831
H -6.0253 -2.1546 -0.5264
N -3.4119 7.3385 -2.7360
H 6.0353 -5.2069 1.3842
C 0.6236 4.9331 -0.1859
H 3.3433 3.9367 1.0593
H 4.6981 0.8915 0.0634
C 2.0803 -4.8743 3.3723
O 5.6877 -3.9777 3.0538
C 2.2409 7.9132 -1.4578
H 4.5065 -5.5100 2.3879
H 3.7152 -3.3980 -0.0560
H 1.3951 -1.5893 -3.5384
C 5.2939 -1.6089 3.0439
O -4.1963 9.8165 -4.0601
C -6.0171 -3.1450 -2.8270
C 3.0771 7.7034 -5.0728
C -4.7898 7.7984 -2.9690
H 3.3447 4.6201 -6.0032
H 1.1163 -3.2778 5.0886
H 6.0877 -5.9691 2.9114
C 1.5744 1.9007 4.0272
C 2.5612 -5.1941 -1.5329
C 0.1953 0.1613 0.4559
C 5.5487 -5.1841 2.3681
H -1.2893 -3.5473 -2.8462
H -3.7650 5.4997 -3.7920
C 5.1856 -2.8996 2.2772
H -0.0494 -2.8850 -1.7131
H -0.2610 -6.3826 -2.4693
H 0.5685 -1.5397 6.7060
C -2.1698 -9.2163 -0.3347
H -4.4969 -2.0877 5.5260
H -1.3840 -12.9361 -1.9627
H -5.5355 4.9331 -1.5947
N -1.7953 -8.2333 -1.3312
H 2.2105 6.6662 -3.0304
H -5.9594 -3.0782 -3.9121
C -5.7132 3.8494 -1.6402
H -1.0518 -8.5830 -1.9245
H -6.9475 -2.6286 -2.5495
C 3.0564 5.6615 -6.1480
C -4.9989 -2.3673 -0.8737
H -3.0782 -8.8770 0.1630
H 0.7688 -0.1227 1.3395
H 5.8097 -2.8748 1.3721
H -0.8104 1.8708 -1.4265
N 2.4839 -1.6266 5.8214
C 3.8762 0.9809 0.7752
C 1.2149 7.0983 -0.7368
H 4.3192 0.5950 -2.3205
H 0.6443 -3.2219 1.5153
O -0.6626 -4.7764 -1.2827
H -2.8719 -2.4591 3.7871
O -4.8135 -1.9294 3.5148
C 3.2713 -2.3342 6.8035
H 1.3434 -2.2915 2.8232
H -4.9861 -0.4489 4.9483
N -4.0890 -0.9655 0.9839
H -2.4670 0.7037 1.4286
H 0.2035 -12.6991 -1.1700
H 5.2349 -1.6848 -1.0907
H 0.3755 -4.0901 -2.9363
H 3.0448 -0.9983 5.2619
H -1.8245 5.1898 -2.1606
O -4.9126 -2.4857 -2.2603
H -5.1663 10.8227 -5.5935
O 0.4038 -3.8834 4.8154
C -1.4289 -6.9388 -0.7669
H 1.8961 -5.0920 -0.6702
H -5.4673 6.9508 -3.1160
C 0.8388 0.1073 5.3791
H 6.2290 -1.4936 3.6018
O 1.5979 -3.0205 8.4395
H -3.6115 11.4996 -5.0830
H 1.1399 7.3517 0.3328
H 2.9229 9.4000 -3.7760
H -5.0360 -1.0103 1.3559
H -3.0855 -1.3804 -0.8256
H -0.3205 -0.7335 0.1035
H 2.0162 5.6821 -6.4985
H -0.0607 -4.9931 3.1645
O 1.5524 5.7317 -0.8738
O -0.9641 -11.0704 -1.1617
H -0.9660 6.4762 -2.9265
H -2.1015 0.8247 -0.8662
H 1.6268 -0.4507 -4.8553
O 1.8481 1.0626 5.1386
H 4.5570 -1.6014 3.8745
C -0.8562 -12.4661 -1.1262
H 3.3300 -4.0492 8.0608
H 1.6851 -0.3038 7.2766
O -1.6332 1.0813 1.7503
O -6.9706 3.5997 -2.2759
C -1.1041 -5.9785 -1.8847
H -2.3051 -1.9788 1.3960
O 1.0290 0.4250 -3.0609
C 3.4680 -0.0361 -2.6049
H 0.3414 -3.6914 9.8767
H 3.8362 8.2021 -5.6942
H 2.0423 8.9624 -1.2153
H -5.1361 8.3945 -2.1234
C -5.8189 3.3347 -0.2148
H -0.3623 4.9274 -0.6775
H 0.4138 -4.7301 8.4446
O 4.0332 2.0809 1.6706
H -4.9333 3.5738 0.3781
C -4.9359 8.6443 -4.2218
H 2.0391 -5.7095 -2.3359
C 3.9577 -3.4132 -1.1243
H 2.1022 7.9174 -5.5365
C 0.5623 -3.0284 2.5925
C -5.1277 -1.5291 4.8231
H -4.4416 2.1432 -2.3715
H 3.0947 -0.0710 2.5013
C 4.3556 -2.0482 -1.6376
H -0.1374 2.2140 1.0150
H 3.2356 7.6897 -1.0388
H 1.7235 -4.7663 9.5960
C 1.0082 -0.6513 -3.9716
H -0.0033 3.6317 -2.8354
H -3.7206 -2.9984 1.5646
H -1.2621 -12.8457 -0.1796
H -0.0329 -0.8489 -4.2140
H -2.8472 -10.6022 -1.8832
H -0.5659 -7.0700 -0.0941
H 2.3972 2.6005 3.9514
H -1.3615 -9.3010 0.4161
H 4.1219 -3.0392 2.0358
H 0.6411 2.4364 4.2532
H 2.1135 -4.1196 6.7317
C 2.3207 0.9435 -2.7455
H 2.2456 1.4924 -1.8040
H -2.8565 6.6452 -4.6889
C -2.9915 6.2609 -3.6647
C -4.1520 10.5747 -5.2519
C -1.7034 5.6807 -3.1395
C 0.0849 4.2943 -3.7091
H -5.9893 8.8732 -4.4487
H -2.1624 2.5222 -0.4361
C 2.5801 -3.4775 7.4938
H 4.1226 8.1972 -3.2955
H 0.8137 5.0837 -3.5124
H -3.6580 9.9780 -6.0320
H -3.1285 -0.7260 3.4430
H 0.4330 3.6523 -4.5193
C 1.0079 -4.0823 9.1102
C 3.0958 8.3250 -3.6914
C 3.7744 -0.2392 1.6453
H 3.4490 -5.7868 -1.2893
C 0.6910 -4.2531 3.4532
H 2.3411 -5.0096 2.3120
H -4.4757 -0.3265 -0.9289
H 2.3879 -1.5162 -1.7314
H 0.9197 0.3496 -0.3472
H -2.8015 -11.2350 -0.2268
N 5.1141 -0.4477 2.1898
H -2.2855 -6.5737 -0.2013
H 0.2118 7.3057 -1.1382
H 0.9443 3.8918 -0.1857
H -4.6287 3.4764 -3.4473
H -6.0607 -4.1974 -2.5258
H -1.9732 -5.7999 -2.5243
H -5.9494 2.2501 -0.2006
H 3.7894 -1.6865 7.5365
H 0.4836 -0.3677 4.4558
C -4.5507 3.2313 -2.3847
H -4.7512 -3.3153 -0.3692
H 4.7378 -2.2075 -2.6628
C 1.3665 -0.8694 6.3868
C -4.0929 -1.2313 -0.4432
H -2.8813 8.1587 -3.0400
H -6.6719 3.7858 0.2950
H -0.0131 0.6272 5.8481
O -1.1736 4.7824 -4.0877
H -3.6401 3.6452 -1.9434
H 5.3836 0.3788 2.7050
C -0.4067 -3.7669 -2.2297
C 4.2516 3.3239 1.0392
H 2.8381 -4.1715 3.7411
H 5.0707 3.8482 1.5340
H 4.8205 -4.0795 -1.2725
C -3.4597 -1.7461 3.1941
H 2.5600 1.6806 -3.5300
H 2.1667 -5.8337 3.8766
O 2.9227 -3.8932 -1.9267
C -0.7086 1.3465 0.6681
H -0.4013 -2.5476 2.7628
N 2.1081 7.6611 -2.8591
C -1.4811 1.6838 -0.5840
C -3.3473 -1.9762 1.7207
H -6.1744 -1.7509 5.0122
O 3.2989 6.3269 -4.9587
H 3.3639 -1.1007 1.1265
H 3.7130 -0.5154 -3.5660
*
```

Atomic partial charges in e from the Löwdin method, atoms 1 to 99: H 0.062; N -0.027; H 0.087; C -0.237; H 0.116; H 0.097; H 0.090; H 0.120; H 0.080; H 0.095; H 0.128; N -0.040; H 0.090; C -0.125; H 0.078; H 0.117; C -0.057; O -0.178; C -0.230; H 0.065; H 0.103; H 0.072; C -0.199; O -0.192; C -0.114; C -0.247; C -0.203; H 0.088; H 0.035; H 0.090; C -0.090; C -0.100; C -0.043; C -0.129; H 0.093; H 0.098; C -0.233; H 0.077; H 0.118; H 0.118; C -0.222; H 0.091; H 0.089; H 0.126; N -0.078; H 0.086; H 0.086; C -0.491; H 0.110; H 0.089; C -0.135; C -0.250; H 0.122; H 0.060; H 0.127; H 0.070; N -0.050; C -0.220; C -0.242; H 0.119; H 0.080; O -0.210; H 0.128; O -0.197; C -0.219; H 0.070; H 0.091; N -0.044; H 0.049; H 0.087; H 0.119; H 0.081; H 0.087; H 0.102; O -0.181; H 0.089; O -0.074; C -0.208; H 0.088; H 0.105; C -0.229; H 0.129; O -0.192; H 0.086; H 0.126; H 0.121; H 0.114; H 0.113; H 0.075; H 0.092; H 0.138; O -0.184; O -0.200; H 0.116; H 0.073; H 0.095; O -0.195; H 0.102; C -0.117

Record 3
This record from the Open Molecules 2025 dataset describes an isolated molecule of C4H7NOS2 in a non-equilibrium geometry. The level of theory is the ωB97M-V functional and the def2-TZVPD basis.

Output
DFT total energy: -1082.9216 Eh
HOMO: -8.66 eV
Energy above the lowest of the compared OMol25 structures with the same formula, charge and spin: 46.0 kcal/mol
Frontier orbital gap: 9.4 eV

Structure (ORCA input):
```
! RIJCOSX wB97M-V def2-TZVPD def2/J DEFGRID3
* xyz 0 1
C 1.5862 0.3386 0.5605
C 1.3548 -1.1611 0.4474
H -2.7114 -2.0015 -0.4758
H 0.6251 -1.4833 -0.2408
S 2.9603 -0.6004 -0.2584
H -2.1857 1.7319 0.5912
N -1.5378 -0.1215 -0.1546
C -1.3760 1.0803 0.1962
H 1.4881 1.9976 -0.8115
H 1.7978 0.7039 1.5364
H 1.3961 -1.7192 1.4007
O -0.2998 1.8059 0.1232
S -3.0992 -0.7645 -0.0622
H 0.4920 0.5744 -1.3190
C 0.8490 1.1486 -0.4464
*
```

Listed below, in e, are the natural (NBO) charges computed for each atom: C -0.314; C -0.458; H 0.121; H 0.235; S 0.077; H 0.144; N -0.690; C 0.407; H 0.207; H 0.239; H 0.225; O -0.474; S 0.174; H 0.219; C -0.111

Record 4
This record from the Open Molecules 2025 dataset describes an isolated molecule of C4H12N2OS in a non-equilibrium geometry. The level of theory is the ωB97M-V functional and the def2-TZVPD basis.

Output
DFT total energy: -742.4972 Eh
HOMO: -8.57 eV
Energy above the lowest of the compared OMol25 structures with the same formula, charge and spin: 40.1 kcal/mol
Frontier orbital gap: 9.3 eV

Structure (ORCA input):
```
! RIJCOSX wB97M-V def2-TZVPD def2/J DEFGRID3
* xyz 0 1
C 0.1017 -0.0545 -0.0339
H 0.8880 -0.6650 -0.4866
H -1.7236 0.9117 -0.6693
C -1.0653 0.1200 -1.0309
C 2.1661 1.2797 0.0229
H -0.6837 0.3792 -2.0152
N 0.2236 -1.8853 1.7077
H 2.4655 0.8482 -0.9315
N 0.7251 1.2490 0.0846
H 2.5337 3.0143 0.9154
O 2.7183 2.5754 0.0546
H 0.3462 1.8283 0.8278
H 2.6580 0.7203 0.8288
H 0.5632 -1.8392 2.6532
H -0.2998 -2.7273 1.5448
H -1.4829 -0.7278 1.1282
H -1.9438 -2.2003 -0.4801
C -0.4171 -0.6399 1.3503
H -0.3345 0.1583 2.0861
S -2.2635 -1.2443 -1.3709
*
```

Listed below, in e, are the natural (NBO) charges computed for each atom: C -0.066; H 0.206; H 0.210; C -0.499; C 0.116; H 0.230; N -0.852; H 0.168; N -0.653; H 0.463; O -0.710; H 0.355; H 0.123; H 0.367; H 0.369; H 0.186; H 0.114; C -0.238; H 0.188; S -0.077